No. 1
A structure of composition C29H29N9Ru in a non-equilibrium geometry, computed with ωB97M-V/def2-TZVPD.

```
! wB97M-V def2-TZVPD RIJCOSX def2/J DEFGRID3
* xyz 3 2
Ru -1.071 0.531 -0.265
C -3.917 1.298 -0.801
N -2.681 2.035 -0.415
C -2.825 2.759 0.869
C -2.388 1.935 2.043
C -2.485 2.407 3.337
C -2.130 1.571 4.383
C -1.687 0.280 4.108
C -1.582 -0.107 2.793
N -1.919 0.713 1.773
C -2.237 2.928 -1.506
C -1.816 2.123 -2.691
C -1.870 2.602 -3.983
C -1.441 1.783 -5.019
C -0.978 0.505 -4.733
C -0.949 0.095 -3.416
N -1.358 0.895 -2.414
C -3.915 -0.135 -0.425
C -5.090 -0.816 -0.179
C -5.038 -2.184 0.045
C -3.807 -2.827 0.040
C -2.676 -2.073 -0.188
N -2.737 -0.758 -0.431
H -4.026 1.350 -1.883
H -4.798 1.778 -0.380
H -3.865 3.051 1.018
H -2.246 3.680 0.844
H -2.840 3.413 3.527
H -2.205 1.914 5.407
H -1.425 -0.403 4.904
H -1.239 -1.095 2.518
H -1.383 3.504 -1.155
H -3.023 3.633 -1.782
H -2.234 3.604 -4.180
H -1.479 2.136 -6.042
H -0.644 -0.159 -5.520
H -0.614 -0.896 -3.142
H -6.035 -0.290 -0.162
H -5.949 -2.743 0.225
H -3.727 -3.891 0.209
H -1.692 -2.520 -0.200
C 1.657 0.734 2.159
C 1.972 0.560 0.713
N 1.097 0.578 -0.302
C 1.833 0.494 -1.484
C 3.140 0.446 -1.182
N 3.216 0.493 0.207
C 4.471 0.427 0.958
N 5.281 -0.688 0.556
N 6.559 -0.416 0.083
N 7.139 -1.522 -0.180
C 6.258 -2.556 0.128
C 6.428 -3.927 0.049
C 5.327 -4.749 0.399
C 4.124 -4.206 0.819
C 3.946 -2.825 0.906
C 5.056 -2.017 0.583
H 0.635 1.083 2.257
H 2.308 1.481 2.612
H 1.758 -0.195 2.725
H 1.366 0.509 -2.454
H 4.020 0.426 -1.809
H 4.258 0.377 2.021
H 5.072 1.309 0.758
H 7.383 -4.348 -0.242
H 5.429 -5.825 0.343
H 3.303 -4.867 1.066
H 2.987 -2.401 1.181
*
```

Its lowest unoccupied orbital energy (spin up / spin down) is -11.04 / -11.28 eV. The expectation value of S² is 0.77. The largest force on an atom is 2.865 eV/Å. The calculation puts the total energy at -46510.615 eV. For the energy above the lowest of the compared OMol25 structures with the same formula, charge and spin, the calculation gives 39.0 kcal per mole. The calculation puts the HOMO energy (spin up / spin down) at -14.8 / -14.8 eV. The calculation puts the frontier orbital gap (spin up / spin down) at 3.75 / 3.50 eV.

---

No. 2
A structure of composition C29H30BCaN7O4S2 in a non-equilibrium geometry, computed with ωB97M-V/def2-TZVPD.

```
! wB97M-V def2-TZVPD RIJCOSX def2/J DEFGRID3
* xyz -2 1
Ca 0.560 -0.915 -0.712
C -1.275 2.059 -1.105
N -1.961 0.781 -1.252
C -2.905 0.537 -0.157
C -2.349 -0.356 0.952
N -1.894 -1.646 0.457
C -2.945 -2.300 -0.329
C -1.339 -2.513 1.448
C -1.449 -2.235 2.810
C -0.936 -3.091 3.778
C -0.306 -4.262 3.384
C -0.159 -4.542 2.035
C -0.634 -3.682 1.030
S -0.301 -4.048 -0.635
C -2.597 0.694 -2.547
C -3.659 1.541 -2.845
C -4.321 1.494 -4.062
C -3.902 0.560 -5.007
C -2.849 -0.286 -4.728
C -2.148 -0.250 -3.498
S -0.848 -1.350 -3.237
H -1.968 2.915 -1.171
H -0.524 2.164 -1.890
H -0.775 2.101 -0.141
H -3.802 0.078 -0.567
H -3.220 1.482 0.316
H -3.166 -0.470 1.690
H -1.506 0.143 1.427
H -3.910 -2.253 0.207
H -2.684 -3.338 -0.500
H -3.039 -1.827 -1.306
H -1.930 -1.324 3.146
H -1.032 -2.837 4.828
H 0.078 -4.958 4.123
H 0.367 -5.432 1.716
H -3.990 2.257 -2.097
H -5.145 2.168 -4.267
H -4.411 0.496 -5.964
H -2.519 -1.020 -5.453
B 3.550 -2.577 -1.471
N 3.267 -2.405 0.045
C 4.096 -2.689 1.059
C 3.417 -2.486 2.249
C 2.148 -2.058 1.849
N 2.070 -2.022 0.520
N 3.375 -1.211 -2.193
C 4.291 -0.556 -2.918
C 3.684 0.546 -3.497
C 2.361 0.475 -3.053
N 2.192 -0.583 -2.268
H 4.703 -2.921 -1.599
H 2.767 -3.367 -1.933
H 5.102 -3.027 0.878
H 3.783 -2.626 3.253
H 1.299 -1.784 2.456
H 5.306 -0.910 -2.992
H 4.132 1.285 -4.141
H 1.534 1.131 -3.276
O 2.425 1.332 -0.015
C 1.491 1.390 0.786
O 0.586 0.520 0.948
C 1.346 2.654 1.628
C 0.354 2.742 2.603
C 0.163 3.906 3.318
C 0.978 5.006 3.056
C 1.986 4.929 2.096
C 2.164 3.755 1.393
N 0.774 6.230 3.778
O 1.489 7.185 3.531
O -0.108 6.279 4.616
H -0.263 1.872 2.785
H -0.607 3.991 4.070
H 2.604 5.797 1.921
H 2.938 3.664 0.642
*
```

Its lowest unoccupied orbital energy is 2.97 eV. The largest force on an atom is 2.949 eV/Å. The calculation puts the total energy at -89970.752 eV. For the energy above the lowest of the compared OMol25 structures with the same formula, charge and spin, the calculation gives 34.8 kcal per mole. The calculation puts the HOMO energy at -1.2 eV. The calculation puts the frontier orbital gap at 4.17 eV.

---

No. 3
A structure of composition C29H30Br2O7PReS2 in a non-equilibrium geometry, computed with ωB97M-V/def2-TZVPD.

```
! wB97M-V def2-TZVPD RIJCOSX def2/J DEFGRID3
* xyz 1 2
Re -1.243 1.404 0.232
O -0.146 -2.287 -1.985
S -1.248 -1.408 -2.121
O -2.425 -1.494 -1.333
O -0.490 -0.550 0.481
C -1.758 -1.270 -3.806
C -1.821 -2.286 -4.732
C -2.226 -1.963 -6.022
C -2.574 -0.661 -6.358
C -2.514 0.361 -5.418
C -2.100 0.032 -4.144
S -1.782 1.165 -2.831
O -2.888 1.276 -1.925
O -1.149 2.346 -3.289
O -0.663 0.210 -2.127
H -1.549 -3.298 -4.458
H -2.250 -2.738 -6.778
H -2.883 -0.427 -7.369
H -2.762 1.384 -5.670
Br -1.624 3.743 -0.293
C -3.510 4.342 -0.008
Br -4.613 4.079 -1.540
H -3.455 5.399 0.216
H -3.872 3.744 0.818
C 4.043 -1.588 0.725
C 2.893 -2.562 0.838
C 3.163 -3.925 0.735
C 2.175 -4.879 0.915
C 0.875 -4.492 1.209
C 0.570 -3.146 1.274
C 1.563 -2.179 1.072
P 0.926 -0.499 1.103
C 1.928 0.628 0.104
C 2.071 0.206 -1.226
C 2.604 1.042 -2.185
C 3.006 2.320 -1.822
C 2.947 2.714 -0.496
C 2.439 1.882 0.502
C 2.516 2.364 1.930
C 0.736 -0.022 2.818
C 1.489 -0.742 3.756
C 1.379 -0.476 5.106
C 0.501 0.516 5.526
C -0.248 1.218 4.598
C -0.160 0.973 3.225
C -1.011 1.838 2.315
H 4.969 -2.074 1.029
H 3.897 -0.709 1.351
H 4.175 -1.246 -0.303
H 4.178 -4.237 0.516
H 2.427 -5.930 0.843
H 0.105 -5.232 1.383
H -0.445 -2.826 1.474
H 1.752 -0.794 -1.496
H 2.701 0.706 -3.210
H 3.392 3.001 -2.571
H 3.311 3.695 -0.213
H 3.273 3.143 2.007
H 2.780 1.565 2.618
H 1.567 2.790 2.259
H 2.165 -1.518 3.418
H 1.965 -1.035 5.825
H 0.402 0.743 6.580
H -0.919 2.001 4.935
H -0.667 2.870 2.453
H -2.024 1.823 2.737
C -3.995 -0.088 1.417
O -3.688 1.150 0.745
H -3.558 -0.937 0.893
H -5.074 -0.214 1.498
H -3.571 -0.017 2.415
H -3.983 1.076 -0.173
*
```

Its lowest unoccupied orbital energy (spin up / spin down) is -2.77 / -2.80 eV. The expectation value of S² is 0.79. The largest force on an atom is 1.788 eV/Å. The calculation puts the total energy at -218057.147 eV. For the energy above the lowest of the compared OMol25 structures with the same formula, charge and spin, the calculation gives 82.3 kcal per mole. The calculation puts the HOMO energy (spin up / spin down) at -9.9 / -9.5 eV. The calculation puts the frontier orbital gap (spin up / spin down) at 7.15 / 6.71 eV.

---

No. 4
A structure of composition C29H30Co2N2O6P in a non-equilibrium geometry, computed with ωB97M-V/def2-TZVPD.

```
! wB97M-V def2-TZVPD RIJCOSX def2/J DEFGRID3
* xyz -1 1
O -2.790 3.612 4.666
C -2.116 2.925 4.021
Co -1.085 1.918 3.022
C 0.482 2.014 3.764
O 1.569 2.082 4.163
C -1.365 0.242 3.483
O -1.491 -0.868 3.783
C -0.583 2.728 1.165
C 0.163 3.985 1.209
C -0.238 5.050 2.047
C 0.657 6.079 2.332
C 1.930 6.081 1.753
C 2.232 5.166 0.739
C 1.329 4.150 0.423
C -0.424 1.604 0.326
C 0.461 0.713 -0.149
Co -2.111 2.107 0.467
C -3.401 3.196 1.097
O -4.292 3.829 1.471
C -2.855 0.548 0.858
O -3.379 -0.466 1.049
C -2.470 2.178 -1.275
O -2.784 2.187 -2.386
H -1.233 5.014 2.500
H 0.356 6.861 3.031
H 2.656 6.835 2.056
H 3.188 5.232 0.215
H 1.547 3.442 -0.382
H 0.105 -0.063 -0.829
H 1.519 0.745 0.125
C -1.595 -2.672 -2.436
C -0.254 -3.303 -2.793
C 0.248 -4.104 -1.594
C -0.388 -4.250 -3.983
N 0.718 -2.233 -3.091
P 2.238 -2.188 -2.358
H 1.922 -1.299 -1.264
N 2.808 -1.048 -3.461
C 4.243 -0.714 -3.567
C 4.825 -1.230 -4.882
C 4.986 -1.380 -2.411
C 4.399 0.796 -3.446
C 1.863 -0.728 -4.444
C 0.650 -1.424 -4.234
C -0.403 -1.309 -5.142
C -0.247 -0.452 -6.242
C 0.950 0.245 -6.445
C 2.027 0.097 -5.558
H -2.018 -2.110 -3.272
H -2.303 -3.464 -2.159
H -1.488 -1.993 -1.578
H 1.216 -4.582 -1.798
H 0.333 -3.488 -0.692
H -0.476 -4.901 -1.380
H 0.594 -4.618 -4.306
H -0.999 -5.112 -3.681
H -0.875 -3.783 -4.843
H 4.442 -0.695 -5.755
H 5.915 -1.096 -4.861
H 4.612 -2.299 -5.017
H 4.632 -1.024 -1.437
H 4.902 -2.474 -2.446
H 6.050 -1.124 -2.485
H 3.957 1.144 -2.503
H 5.466 1.054 -3.445
H 3.916 1.324 -4.271
H -1.334 -1.859 -5.005
H -1.077 -0.327 -6.939
H 1.052 0.920 -7.296
H 2.961 0.628 -5.738
*
```

Its lowest unoccupied orbital energy is 2.33 eV. The largest force on an atom is 4.681 eV/Å. The calculation puts the total energy at -130367.152 eV. For the energy above the lowest of the compared OMol25 structures with the same formula, charge and spin, the calculation gives 0.0 kcal per mole. The calculation puts the HOMO energy at -4.2 eV. The calculation puts the frontier orbital gap at 6.52 eV.

---

No. 5
A cluster of 5 separate species, C29H30F4N2O5 in total in a non-equilibrium geometry, computed with ωB97M-V/def2-TZVPD.

```
! wB97M-V def2-TZVPD RIJCOSX def2/J DEFGRID3
* xyz 0 1
O -2.558 0.305 5.199
N -2.977 -0.511 4.484
O -2.821 -0.139 3.125
C -4.045 -0.328 2.403
N -4.183 -1.562 1.689
C -3.273 -1.702 0.544
C -2.371 -2.918 0.499
C -1.091 -2.770 1.319
O -0.375 -1.658 0.793
C -4.389 -2.712 2.510
O -5.424 -3.217 2.533
O -3.400 -3.185 3.324
H -4.879 -0.258 3.095
H -4.190 0.476 1.700
H -2.613 -0.840 0.525
H -3.817 -1.652 -0.395
H -2.870 -3.865 0.679
H -2.014 -2.986 -0.525
H -0.504 -3.660 1.103
H -1.283 -2.648 2.378
H -0.068 -1.120 1.527
H -2.995 -3.957 2.894
F -2.506 -5.685 2.607
C -1.764 -6.685 2.061
C -1.448 -7.771 2.848
C -0.695 -8.798 2.300
C -0.265 -8.721 0.983
C -0.592 -7.616 0.209
C -1.352 -6.589 0.748
H -1.787 -7.808 3.874
H -0.445 -9.661 2.902
H 0.325 -9.522 0.559
H -0.254 -7.552 -0.817
H -1.623 -5.725 0.157
F 4.792 -1.523 -2.112
C 4.032 -0.568 -1.538
C 2.730 -0.865 -1.188
C 1.951 0.118 -0.595
C 2.481 1.381 -0.368
C 3.790 1.664 -0.731
C 4.577 0.682 -1.318
H 2.334 -1.854 -1.379
H 0.933 -0.102 -0.312
H 1.870 2.149 0.091
H 4.198 2.647 -0.559
H 5.602 0.880 -1.603
F 3.636 4.612 -1.428
C 3.779 5.126 -2.665
C 4.269 4.328 -3.678
C 4.403 4.867 -4.950
C 4.053 6.191 -5.188
C 3.562 6.976 -4.154
C 3.421 6.439 -2.883
H 4.541 3.301 -3.471
H 4.781 4.253 -5.756
H 4.161 6.608 -6.180
H 3.288 8.007 -4.337
H 3.033 7.030 -2.064
F -2.054 2.675 -0.752
C -1.513 3.868 -0.438
C -1.822 4.446 0.777
C -1.259 5.672 1.102
C -0.407 6.305 0.207
C -0.112 5.711 -1.012
C -0.664 4.480 -1.338
H -2.493 3.939 1.458
H -1.486 6.133 2.054
H 0.028 7.263 0.463
H 0.550 6.205 -1.710
H -0.439 3.996 -2.280
*
```

Its lowest unoccupied orbital energy is 0.07 eV. The largest force on an atom is 4.576 eV/Å. The calculation puts the total energy at -54643.099 eV. As for the SMILES: O=NOCN(CCCO)C(=O)O.Fc1ccccc1.Fc1ccccc1.Fc1ccccc1.Fc1ccccc1. The calculation puts the HOMO energy at -9.1 eV. The calculation puts the frontier orbital gap at 9.17 eV.

---

No. 6
A structure of composition C29H30N5O4Pt, computed with ωB97M-V/def2-TZVPD.

```
! wB97M-V def2-TZVPD RIJCOSX def2/J DEFGRID3
* xyz -1 3
Pt -1.092 -0.538 -2.052
C -2.761 -0.386 1.234
C -3.490 -1.677 0.855
C -3.262 -2.188 -0.575
N -1.880 -2.089 -1.026
C -0.976 -2.952 -0.629
C -1.302 -4.055 0.218
C -0.490 -4.918 0.898
C 0.905 -4.940 0.996
C 1.803 -4.146 0.303
C 1.565 -3.248 -0.713
C 0.346 -2.766 -1.251
N 0.300 -1.963 -2.305
C 1.473 -1.744 -3.143
C 2.024 -0.325 -3.041
C 1.073 0.678 -3.693
N -0.064 0.986 -2.852
C -0.139 2.102 -2.134
C 0.914 3.038 -2.066
C 0.991 4.286 -1.485
C 0.022 5.032 -0.835
C -1.265 4.607 -0.565
C -1.880 3.391 -0.796
C -1.413 2.206 -1.403
N -2.128 1.083 -1.425
C -3.439 1.048 -0.800
C -3.414 0.893 0.721
H -1.716 -0.441 0.915
H -2.712 -0.331 2.323
H -4.573 -1.553 0.980
H -3.180 -2.456 1.556
H -3.860 -1.632 -1.290
H -3.599 -3.224 -0.652
H -2.357 -4.202 0.394
H -1.014 -5.650 1.503
H 1.328 -5.641 1.705
H 2.844 -4.251 0.586
H 2.447 -2.757 -1.092
H 1.153 -1.924 -4.173
H 2.243 -2.478 -2.927
H 2.992 -0.297 -3.549
H 2.165 -0.061 -1.987
H 0.675 0.240 -4.614
H 1.599 1.583 -3.986
H 1.846 2.697 -2.489
H 1.971 4.748 -1.547
H 0.306 6.013 -0.478
H -1.889 5.323 -0.039
H -2.880 3.334 -0.397
H -3.991 0.230 -1.257
H -3.994 1.951 -1.067
H -4.452 0.956 1.073
H -2.878 1.739 1.156
O 0.368 -1.586 1.391
C 0.881 -0.482 1.053
O 0.745 0.003 -0.120
C 1.681 0.300 2.032
C 1.966 -0.197 3.311
C 2.720 0.520 4.217
C 3.221 1.794 3.865
C 2.930 2.312 2.583
C 2.179 1.567 1.698
N 3.979 2.521 4.755
O 4.228 2.027 5.910
O 4.422 3.672 4.404
H 1.574 -1.174 3.573
H 2.946 0.140 5.202
H 3.311 3.290 2.330
H 1.952 1.960 0.713
*
```

Its lowest unoccupied orbital energy (spin up / spin down) is 1.81 / -0.32 eV. The expectation value of S² is 2.11. The largest force on an atom is 0.643 eV/Å. The calculation puts the total energy at -49443.679 eV. The calculation puts the HOMO energy (spin up / spin down) at -1.4 / -4.5 eV. The calculation puts the frontier orbital gap (spin up / spin down) at 3.22 / 4.13 eV.

---

No. 7
A structure of composition C29H30N6O2Re, computed with ωB97M-V/def2-TZVPD.

```
! wB97M-V def2-TZVPD RIJCOSX def2/J DEFGRID3
* xyz 2 2
Re 0.065 -0.167 -0.188
C -1.600 2.026 1.026
N -0.503 1.950 0.002
C -0.971 2.694 -1.197
C 0.667 2.601 0.647
C 0.747 3.971 0.808
C 1.710 4.510 1.654
C 2.541 3.673 2.381
C 2.494 2.297 2.192
C 1.605 1.767 1.269
N 1.517 0.385 0.901
C 2.627 -0.537 0.917
C 3.961 -0.203 1.119
C 4.949 -1.167 0.959
C 4.619 -2.458 0.577
C 3.291 -2.791 0.342
C 2.303 -1.840 0.507
N 0.877 -2.140 0.262
C 0.322 -2.682 1.547
C 0.671 -3.153 -0.806
H -1.756 3.069 1.298
H -1.314 1.469 1.916
H -2.523 1.631 0.607
H -1.304 3.694 -0.929
H -1.815 2.165 -1.633
H -0.162 2.767 -1.922
H 0.050 4.632 0.313
H 1.775 5.582 1.774
H 3.237 4.088 3.097
H 3.130 1.650 2.775
H 4.245 0.809 1.360
H 5.983 -0.896 1.125
H 5.389 -3.206 0.452
H 3.044 -3.795 0.031
H 0.877 -3.583 1.812
H -0.729 -2.927 1.420
H 0.449 -1.941 2.335
H 1.058 -4.126 -0.508
H 1.163 -2.825 -1.720
H -0.398 -3.246 -0.980
O -3.003 -1.112 2.822
C -4.066 -1.081 1.989
C -5.312 -1.208 2.596
C -6.459 -1.193 1.835
C -6.402 -1.048 0.443
C -5.182 -0.915 -0.165
C -3.987 -0.926 0.589
C -2.742 -0.754 -0.117
O -1.583 -0.837 0.585
N -2.677 -0.515 -1.399
N -1.355 -0.369 -1.741
C -1.025 -0.209 -2.968
C 0.387 -0.006 -3.168
C 0.953 0.120 -4.428
C 2.318 0.294 -4.542
C 3.079 0.335 -3.382
C 2.465 0.205 -2.153
N 1.133 0.034 -2.021
H -2.190 -1.064 2.309
H -5.347 -1.323 3.670
H -7.418 -1.298 2.324
H -7.309 -1.044 -0.143
H -5.111 -0.803 -1.238
H -1.759 -0.218 -3.765
H 0.314 0.073 -5.298
H 2.781 0.396 -5.514
H 4.150 0.476 -3.415
H 3.052 0.245 -1.250
*
```

Its lowest unoccupied orbital energy (spin up / spin down) is -6.94 / -7.19 eV. The expectation value of S² is 0.76. The largest force on an atom is 0.606 eV/Å. The calculation puts the total energy at -45712.570 eV. For the energy above the lowest of the compared OMol25 structures with the same formula, charge and spin, the calculation gives 0.0 kcal per mole. The calculation puts the HOMO energy (spin up / spin down) at -13.5 / -13.5 eV. The calculation puts the frontier orbital gap (spin up / spin down) at 6.61 / 6.34 eV.

---

Q: Among the records above, which one has the highest largest force on an atom?
A: C29H30Co2N2O6P